# 1
# C15H23N3O4

A single C15H23N3O4 molecule at a distorted geometry (ωB97M-V/def2-TZVPD, OMol25).

Computed properties:
Relative energy (zero: lowest compared OMol25 entry of this formula, charge and spin): 8.948 eV
Calculated total energy: -1050.3524 a.u.
Structure (SMILES): NCCCC[C@H](N)C(=O)N[C@@H](Cc1ccc(O)cc1)C(=O)O
HOMO energy: -8.34 eV

The geometry in XYZ format:
```
45
Properties=species:S:1:pos:R:3:mulliken_charge:R:1
N 3.75599 2.04641 1.58034 -0.42
C 4.00617 0.77013 2.24401 -0.86
C 3.25550 -0.25553 1.54273 0.04
C 3.64429 -0.30225 0.04816 -0.56
C 2.63836 -0.99270 -1.01041 -0.86
C 1.74210 0.26051 -1.36584 0.66
N 2.63970 1.34328 -1.91919 -0.74
C 0.82871 0.73110 -0.25301 -0.23
O 1.11245 1.52739 0.62766 -0.71
N -0.24627 -0.10695 -0.25817 0.27
C -0.77243 -0.94890 -1.19803 -0.03
C -1.91120 -1.87259 -0.64664 -1.37
C -3.12206 -1.08629 -0.05271 0.28
C -4.29844 -0.70680 -0.71472 -0.05
C -5.33007 -0.13405 0.09490 -0.75
C -5.01396 0.26631 1.49457 0.53
O -6.03735 1.08591 2.05506 -0.60
C -3.78601 -0.19080 2.08547 -0.55
C -2.89943 -0.83972 1.26177 -0.59
C -1.28433 -0.00011 -2.41731 0.62
O -1.21306 1.24840 -2.42381 -0.59
O -1.85639 -0.74137 -3.35702 -0.55
H 4.54725 2.56459 1.98361 0.19
H 2.76914 2.52311 1.51213 0.21
H 5.16903 0.79384 2.18612 0.31
H 3.96079 0.70881 3.42672 0.27
H 2.13866 0.01619 1.60166 -0.02
H 3.49313 -1.18852 2.13580 0.39
H 3.87885 0.91009 0.01533 0.23
H 4.70069 -0.99280 0.06755 0.19
H 2.06928 -1.80173 -0.73813 0.43
H 3.33802 -1.26576 -1.83949 0.43
H 0.96649 -0.17515 -2.11089 0.34
H 2.32902 2.16160 -2.69481 0.30
H 3.03440 1.98430 -1.20541 0.22
H -0.95483 0.30689 0.21104 0.30
H -0.22498 -1.79616 -1.79878 0.13
H -1.30276 -2.50820 -0.00369 0.57
H -2.08668 -2.77136 -1.46124 0.41
H -4.33237 -0.66395 -1.87630 0.25
H -6.24619 0.16823 -0.33130 0.42
H -5.53038 1.78227 2.87031 0.38
H -3.63640 -0.25386 3.26362 0.25
H -2.04793 -1.20805 1.77949 0.40
H -1.88447 -0.39575 -4.41115 0.42
```

---

# 2
# C30H53AsF4N4Y

A molecular structure, C30H53AsF4N4Y at a distorted geometry (ωB97M-V/def2-TZVPD, OMol25).

Computed properties:
Relative energy (zero: lowest compared OMol25 entry of this formula, charge and spin): 1.717 eV
Charge: +1
Calculated total energy: -4067.3575 a.u.
HOMO energy: -9.46 eV

The geometry in XYZ format:
```
93
Properties=species:S:1:pos:R:3:mulliken_charge:R:1
Y -0.04924 -0.30872 0.11361 -0.81
C 2.07762 0.15816 1.18582 1.64
C 2.95902 0.42409 0.06926 0.72
C 3.59191 -0.73624 -0.31405 0.61
C 3.14924 -1.79025 0.55258 1.07
C 2.26631 -1.25989 1.48035 0.52
C 1.83487 -1.94221 2.74963 -2.22
C 3.65576 -3.19928 0.54344 -1.72
C 4.58406 -0.85299 -1.43106 -1.64
C 3.21141 1.78848 -0.49469 -1.78
C 2.08363 1.15509 2.33910 -1.33
H 1.46390 -2.95761 2.58415 0.31
H 1.06090 -1.37486 3.27359 0.19
H 2.66642 -2.03411 3.45312 0.47
H 2.89557 -3.90754 0.87423 0.34
H 4.50609 -3.31301 1.22045 0.36
H 3.99207 -3.50849 -0.44612 0.40
H 4.15303 -0.59867 -2.40103 0.20
H 4.99221 -1.85925 -1.50777 0.38
H 5.42642 -0.17767 -1.27750 0.37
H 2.35402 2.45335 -0.36494 0.00
H 3.44513 1.75758 -1.55877 0.39
H 4.06099 2.26209 0.00642 0.48
H 1.62634 2.11583 2.09676 0.12
H 3.10773 1.37149 2.65557 0.39
H 1.56320 0.75918 3.21265 0.28
C 0.51270 -4.19376 -0.73229 -0.97
C -0.77067 -3.93515 -1.49338 -1.05
N -0.86789 -2.58771 -2.06043 1.30
C -2.17023 -2.49396 -2.75342 -1.08
C -2.45738 -1.13102 -3.38681 -1.21
C 0.24984 -2.34970 -3.00073 -2.10
C 1.31049 -1.45456 -2.37918 0.68
N 0.71485 -0.19684 -1.94568 1.94
C 0.83853 0.95839 -2.65395 0.81
C 0.08238 2.05525 -2.21572 -0.55
F -0.77728 1.81042 -1.14530 0.09
C 0.15937 3.32970 -2.71895 -0.24
F -0.59892 4.28864 -2.15718 -0.31
C 0.98803 3.61121 -3.78698 -0.83
C 1.70921 2.54479 -4.29464 0.28
F 2.52804 2.74220 -5.33522 -0.33
C 1.64171 1.26436 -3.76850 0.02
F 2.41818 0.31928 -4.34330 -0.39
H 0.44898 -5.15328 -0.21798 0.48
H 1.37637 -4.23649 -1.39354 0.41
H 0.72637 -3.41973 0.01146 -0.11
H -0.86767 -4.68821 -2.29180 0.44
H -1.63663 -4.07923 -0.83801 0.51
H -2.23580 -3.27721 -3.52382 0.49
H -2.94734 -2.74232 -2.02481 0.62
H -2.16406 -1.09305 -4.43337 0.37
H -3.52462 -0.90822 -3.35675 0.38
H -1.91228 -0.33697 -2.87287 0.00
H 0.68260 -3.30294 -3.32574 0.45
H -0.12540 -1.85866 -3.89487 0.43
H 1.73350 -1.95570 -1.50299 -1.01
H 2.14017 -1.31987 -3.06890 0.52
H 1.06561 4.59952 -4.20776 0.55
N -1.18195 -2.08043 1.71157 -0.53
C -2.60163 -1.76914 1.95414 -0.39
C -3.30972 -1.61794 0.62305 -0.55
N -2.68022 -0.54579 -0.16669 -0.14
H -1.11087 -2.98691 1.24827 0.15
H -0.68784 -2.19214 2.59393 0.23
H -2.64909 -0.83168 2.51983 0.01
H -3.09740 -2.53919 2.55445 0.55
H -4.37877 -1.44689 0.78002 0.47
H -3.21303 -2.55046 0.06373 0.20
H -3.07815 0.34998 0.10851 -0.08
H -2.90787 -0.65640 -1.15284 0.02
C -3.67428 2.85826 0.46699 -1.07
C -3.25261 2.20630 1.78283 -1.02
As -1.31986 1.86772 1.89224 0.69
C -1.04890 1.57281 3.82128 -0.11
C -2.15866 2.02317 4.76292 -1.52
C -0.65732 3.68106 1.56851 -0.37
C -1.02300 4.70896 2.62995 -1.54
H -4.76025 2.87908 0.38082 0.38
H -3.27896 2.34858 -0.41433 0.12
H -3.32539 3.88742 0.40946 0.36
H -3.77287 1.25634 1.94443 0.46
H -3.52371 2.84631 2.62291 0.71
H -0.10568 2.06694 4.06116 0.54
H -0.86470 0.50026 3.94254 0.18
H -2.34328 3.09405 4.69611 0.28
H -1.87798 1.80300 5.79294 0.45
H -3.09879 1.50748 4.56604 0.32
H -1.05301 3.96198 0.58987 0.39
H 0.42413 3.61134 1.44542 0.40
H -2.10236 4.79787 2.75771 0.28
H -0.64887 5.69105 2.34266 0.44
H -0.58648 4.46324 3.59820 0.33
```

---

- Which of these has the highest HOMO energy?
  C15H23N3O4

---

- Among the records above, which one has the lowest calculated total energy?
  C30H53AsF4N4Y

---

- Which value of relative energy (zero: lowest compared OMol25 entry of this formula, charge and spin) does entry 1 give?
  8.948 eV